54
Properties=species:S:1:pos:R:3:forces:R:3:mulliken_spin:R:1 method="wB97M-V/def2-TZVPD" e_homo_ev="-6.80 / -7.25" total_charge=0 s2=0.7921 multiplicity=2 gap_ev="6.3 / 6.7" largest_force_ev_per_a=0.6 total_energy_ha=-4186.5783
Ru -0.6087 -0.4907 0.0325 -0.2 0.1 0.1 0.010
C 2.0711 -3.1783 -1.9023 0.0 0.0 0.0 0.005
C 2.8821 -3.7238 -0.9105 0.0 0.0 0.0 0.001
C 2.7019 -3.3052 0.3834 0.0 0.0 0.0 0.000
C 1.7178 -2.3524 0.6899 0.0 0.0 0.0 0.001
N 0.9135 -1.8568 -0.2680 0.0 0.0 0.0 0.000
C 1.1157 -2.2623 -1.5398 0.0 0.0 0.0 -0.010
N 1.6694 -1.9775 2.0204 0.0 -0.1 0.0 0.000
C 0.9111 -1.0702 2.5049 0.0 0.0 0.0 -0.001
N -0.0352 -0.2729 1.8762 -0.1 -0.1 -0.1 -0.001
C -0.6893 0.4856 2.8244 0.0 0.0 0.0 0.000
N -1.6850 1.2804 2.6939 0.0 0.0 0.0 0.000
C -2.3076 1.6293 1.5154 0.0 0.0 0.0 0.000
C -3.2920 2.6140 1.6716 0.0 0.0 0.0 0.000
C -3.9597 3.0994 0.5755 0.0 0.0 0.0 0.000
C -3.6217 2.6158 -0.6771 0.0 0.0 0.0 0.003
C -2.6443 1.6406 -0.7623 0.0 0.0 0.0 0.000
N -2.0124 1.1058 0.2972 0.1 -0.1 0.0 -0.001
C -0.0663 0.2253 4.1392 0.0 0.0 0.0 0.000
C -0.3271 0.7505 5.3908 0.0 0.0 0.0 0.000
C 0.4428 0.2846 6.4486 0.0 0.0 0.0 0.000
C 1.4356 -0.6762 6.2501 0.0 0.0 0.0 0.000
C 1.6878 -1.1989 4.9883 0.0 0.0 0.0 0.000
C 0.9177 -0.7265 3.9424 0.0 0.0 0.0 0.000
H 2.1763 -3.4538 -2.9420 0.0 0.0 0.0 0.003
H 3.6436 -4.4537 -1.1525 0.0 0.0 0.0 0.000
H 3.3018 -3.6755 1.2014 0.0 0.0 0.0 0.000
H 0.4671 -1.8077 -2.2717 0.0 0.0 0.0 -0.001
H -3.4841 2.9654 2.6732 0.0 0.0 0.0 0.000
H -4.7199 3.8619 0.6822 0.0 0.0 0.0 0.000
H -4.0852 2.9914 -1.5799 0.0 0.0 0.0 0.001
H -2.7788 1.6093 -2.6472 0.0 0.0 0.0 -0.002
H -1.1015 1.4930 5.5293 0.0 0.0 0.0 0.000
H 0.2717 0.6690 7.4458 0.0 0.0 0.0 0.000
H 2.0150 -1.0194 7.0976 0.0 0.0 0.0 0.000
H 2.4510 -1.9468 4.8198 0.0 0.0 0.0 0.000
Br 3.7430 0.8431 -6.3000 0.0 0.0 0.0 -0.001
C 2.6098 1.1287 -4.8149 0.0 0.0 0.0 -0.110
C 2.9545 0.5641 -3.5867 0.0 0.0 0.0 0.305
N 2.1777 0.7228 -2.4970 0.0 0.0 0.0 -0.092
C 1.0814 1.4220 -2.5745 0.0 -0.1 0.0 0.165
C 0.6529 2.0504 -3.8020 0.0 0.0 0.0 -0.055
C 1.4751 1.8759 -4.9670 0.0 0.0 0.0 0.279
C -0.4855 2.7684 -3.8450 0.0 0.0 0.0 0.275
O -1.4630 3.3931 -3.8882 0.0 0.0 0.0 0.130
O -2.2334 1.1944 -1.9686 0.0 0.0 0.0 -0.002
H 3.8555 -0.0226 -3.4754 0.0 0.0 0.0 0.022
H 0.4639 1.4850 -1.6842 0.0 0.1 -0.1 0.054
H 1.2052 2.3131 -5.9165 0.0 0.0 0.0 0.019
C -2.3006 -1.9425 -2.3632 -0.3 -0.2 0.2 -0.001
O -1.6154 -1.3543 -1.3280 0.4 0.3 -0.2 0.003
H -2.0619 -3.0096 -2.4799 0.0 0.0 0.0 0.000
H -2.0423 -1.4417 -3.3060 0.0 0.0 0.0 0.000
H -3.3911 -1.8629 -2.2436 0.0 0.0 0.0 0.000